This record from the OMol25 dataset describes a structure of composition C6H6. The level of theory is the ωB97M-V functional and the def2-TZVPD basis.

Calculated values
frontier orbital gap: 7.95 eV
E_HOMO: -9.30 eV

```
! RIJCOSX wB97M-V def2-TZVPD def2/J DEFGRID3
* xyz 0 1
C 0.252 4.283 1.644
C -0.211 3.138 1.335
C -0.025 -0.840 0.503
C 0.264 -0.249 -0.853
C -0.671 2.038 0.803
C 0.574 0.504 0.376
H -1.056 -0.936 0.806
H 0.605 -1.633 0.879
H 1.100 -0.628 -1.424
H -0.573 0.052 -1.465
H -1.664 1.765 0.499
H 1.548 0.799 0.712
*
```

***

This record from the OMol25 dataset describes a cluster of 2 separate species, C4H3NO6 in total. The level of theory is the ωB97M-V functional and the def2-TZVPD basis.

Calculated values
frontier orbital gap: 7.86 eV
E_HOMO: -1.31 eV

```
! RIJCOSX wB97M-V def2-TZVPD def2/J DEFGRID3
* xyz -2 1
C -1.968 1.098 -0.234
C 1.977 -0.318 1.670
C -0.450 0.561 -0.528
C 0.790 -0.975 0.861
N -0.439 0.018 -1.712
O -2.867 0.762 -1.042
O 2.473 0.770 1.527
O -2.258 1.703 0.836
O 2.384 -1.267 2.327
O 0.427 -0.473 -2.544
O -0.316 -1.375 1.256
H 0.460 0.996 -0.060
H 1.100 -1.415 -0.208
H -1.312 -0.086 -2.147
*
```

***

This record from the OMol25 dataset describes a cluster of 2 separate species, C5H3NO in total. The level of theory is the ωB97M-V functional and the def2-TZVPD basis.

Calculated values
frontier orbital gap: 10.09 eV
SMILES string: N#CC=C=O.C#C
E_HOMO: -9.90 eV

```
! RIJCOSX wB97M-V def2-TZVPD def2/J DEFGRID3
* xyz 0 1
N -0.493 -0.875 2.748
C -0.437 -1.003 1.595
C -0.428 -1.332 0.217
C 0.093 -0.882 -0.911
O 0.430 -0.796 -2.017
C 0.482 1.839 -0.975
C 0.306 1.761 0.213
H -0.740 -2.321 -0.108
H 0.634 1.883 -2.033
H 0.154 1.725 1.271
*
```

***

This record from the OMol25 dataset describes a structure of composition C39H27F5N11O6RbS3. The level of theory is the ωB97M-V functional and the def2-TZVPD basis.

Calculated values
frontier orbital gap: 5.28 eV
E_HOMO: -2.50 eV

```
! RIJCOSX wB97M-V def2-TZVPD def2/J DEFGRID3
* xyz -2 1
Rb -0.694 -1.109 1.364
F 0.101 -8.279 1.734
C -0.371 -7.161 2.317
C -0.077 -5.911 1.803
F 0.698 -5.810 0.713
C -0.572 -4.780 2.416
F -0.235 -3.592 1.879
C -1.387 -4.806 3.558
S -1.996 -3.389 4.300
C -1.653 -6.098 4.045
F -2.411 -6.251 5.140
C -1.161 -7.240 3.451
F -1.437 -8.452 3.970
S -2.965 -2.804 -0.903
C -3.576 -1.261 -1.225
N -4.861 -1.114 -1.575
N -5.279 0.051 -2.156
C -4.968 0.447 -3.440
C -3.861 -0.067 -4.126
C -3.580 0.370 -5.408
C -4.378 1.320 -6.035
C -5.481 1.824 -5.360
C -5.779 1.392 -4.079
N -2.847 -0.138 -0.866
N -2.938 0.919 -1.537
C -2.554 2.128 -0.932
C -1.642 2.250 0.116
C -1.281 3.497 0.594
C -1.829 4.643 0.035
C -2.739 4.532 -1.009
C -3.092 3.286 -1.498
H -6.172 0.367 -1.815
H -3.236 -0.810 -3.651
H -2.719 -0.038 -5.925
H -4.145 1.657 -7.038
H -6.120 2.556 -5.839
H -6.647 1.784 -3.558
H -1.212 1.361 0.532
H -0.577 3.578 1.415
H -1.548 5.621 0.408
H -3.171 5.423 -1.449
H -3.796 3.177 -2.315
S 2.652 -1.351 4.307
C 1.417 -0.891 5.329
N 1.395 0.257 6.057
C 0.103 0.451 6.716
C -0.670 -0.824 6.339
N 0.331 -1.615 5.633
H 1.889 1.057 5.700
H -0.383 1.347 6.333
H 0.249 0.538 7.796
H -1.513 -0.610 5.680
H -1.039 -1.366 7.211
H 0.004 -2.366 5.026
N 5.318 -1.923 -8.435
C 4.790 -1.597 -7.466
C 4.135 -1.179 -6.268
C 2.895 -1.715 -5.915
C 2.256 -1.289 -4.769
C 2.851 -0.332 -3.948
C 4.095 0.194 -4.290
C 4.730 -0.224 -5.442
N 2.193 0.106 -2.792
C 2.277 1.363 -2.219
C 1.434 1.341 -1.153
N 0.851 0.100 -1.038
C 1.306 -0.605 -2.029
H 2.436 -2.456 -6.554
H 1.283 -1.688 -4.516
H 4.575 0.909 -3.637
H 5.696 0.181 -5.710
H 2.891 2.147 -2.624
H 1.206 2.136 -0.462
H 1.072 -1.642 -2.209
O -0.077 2.519 4.411
C 0.224 1.712 3.516
O -0.435 0.760 3.044
C 1.626 1.915 2.893
C 2.187 0.943 2.074
C 3.436 1.163 1.503
C 4.140 2.328 1.737
C 3.565 3.287 2.552
C 2.317 3.088 3.135
N 4.277 4.535 2.766
O 3.764 5.373 3.483
O 5.359 4.687 2.223
N 3.999 0.185 0.586
O 3.400 -0.854 0.414
O 5.063 0.453 0.044
H 1.635 0.044 1.849
H 5.110 2.495 1.296
H 1.872 3.840 3.771
*
```

***

This record from the OMol25 dataset describes a structure of composition C23H45Cl3MnN2O3PSi. The level of theory is the ωB97M-V functional and the def2-TZVPD basis.

Calculated values
expectation value of S²: 6.195
frontier orbital gap (spin up / spin down): 6.59 / 8.95 eV
E_HOMO (spin up / spin down): -8.18 / -8.50 eV

```
! RIJCOSX wB97M-V def2-TZVPD def2/J DEFGRID3
* xyz 0 5
C -1.684 -1.777 -3.245
C -1.219 -2.690 -2.179
H -1.605 -2.196 -4.255
H -1.077 -0.849 -3.229
H -2.725 -1.452 -3.066
C -0.720 -3.914 -2.415
C -0.590 -4.533 -3.764
H -0.425 -4.537 -1.581
H -0.425 -3.796 -4.565
H -1.501 -5.103 -4.020
H 0.243 -5.251 -3.790
Mn -0.101 0.392 0.456
Cl -2.310 0.630 0.797
Cl 0.704 2.101 -1.024
H 0.999 4.841 3.908
H -1.480 5.630 3.128
C 1.141 4.729 2.822
C -1.125 5.416 2.107
N -0.103 4.380 2.144
H 1.903 3.963 2.630
C -0.393 3.159 1.694
O 0.333 2.154 1.888
H -1.967 5.068 1.500
H -1.322 3.088 1.102
H 1.495 5.696 2.453
H -0.702 6.326 1.666
H 1.618 -1.369 -2.631
H 2.683 -3.655 -1.265
C 2.454 -0.865 -2.130
C 3.441 -2.874 -1.076
N 2.808 -1.574 -0.895
H 2.178 0.171 -1.913
C 2.546 -1.147 0.347
O 1.886 -0.118 0.666
H 4.002 -3.142 -0.172
H 2.986 -1.783 1.149
H 3.317 -0.910 -2.804
H 4.117 -2.831 -1.938
O -0.309 -1.021 -0.851
C -1.278 -2.028 -0.817
C 0.104 -3.631 0.620
C -1.111 -2.998 0.378
H 0.968 -3.312 0.016
C 0.172 -4.683 1.538
H -2.256 -1.526 -0.746
C -2.238 -3.312 1.138
H 1.108 -5.214 1.654
C -0.977 -5.074 2.233
C -2.173 -4.362 2.059
H -3.176 -2.769 0.968
H -0.950 -5.932 2.901
H -3.084 -4.657 2.578
Si -0.525 3.276 -3.141
Cl -1.135 1.294 -3.544
C 1.316 3.789 -3.259
C -1.917 3.885 -2.011
C -0.880 4.343 -4.753
H 1.992 3.224 -2.588
H 1.388 4.860 -3.005
H 1.672 3.656 -4.294
H -0.156 4.141 -5.555
H -0.775 5.401 -4.465
H -1.887 4.198 -5.170
H -2.033 3.234 -1.130
H -2.860 3.873 -2.584
H -1.713 4.924 -1.710
C 1.739 0.233 3.953
P 0.128 -0.399 3.336
C 0.038 -1.980 4.262
C -1.028 0.611 4.352
H 2.537 -0.363 3.495
H 1.784 0.157 5.048
H 1.865 1.280 3.649
H 0.262 -1.818 5.330
H -0.970 -2.410 4.160
H 0.765 -2.682 3.823
H -0.816 0.474 5.420
H -0.925 1.667 4.079
H -2.046 0.273 4.134
*
```

***

Energy above the lowest of the compared OMol25 structures with the same formula, charge and spin list, top to bottom, in eV: 7.474 3.984 2.907 1.885 0.000